# 1
This record from OMol25 describes a 10-piece molecular cluster, C39H78BrClFIN2O16 overall. The level of theory is wB97M-V/def2-TZVPD.

Calculated values
* E_LUMO: 0.00661 Eh
* SMILES: C#CC[C@](CCCCl)(N(CCCC(=O)OCC)OC[C@H](C)O)[C@@](CC(=O)I)(O[C@H](CCCF)CC(=O)Br)c1cccnc1.CO.CO.CO.CO.CO.CO.CO.CO.CO
* frontier orbital gap: 8.80 eV
* total charge: 0

CARTESIAN COORDINATES (ANGSTROEM)
C  -2.80  -3.05  4.13
C  -3.06  -3.20  2.94
C  -3.47  -3.17  1.44
C  -2.55  -2.31  0.44
C  -2.95  -2.95  -1.00
C  -4.42  -3.43  -1.23
C  -4.59  -5.04  -1.19
Cl  -4.25  -5.62  -2.92
N  -1.16  -2.64  0.74
C  -0.18  -2.70  -0.37
C  0.31  -4.20  -0.74
C  1.89  -4.32  -0.59
C  2.41  -5.52  -1.50
O  2.55  -6.62  -0.99
O  2.69  -5.30  -2.88
C  4.01  -4.73  -2.99
C  4.16  -3.93  -4.37
O  -0.57  -1.90  1.73
C  0.21  -2.73  2.65
C  1.75  -2.28  2.69
C  2.64  -3.33  3.53
O  1.75  -1.00  3.39
C  -2.89  -0.71  0.48
C  -3.18  -0.16  1.92
C  -3.55  1.34  2.20
O  -3.15  1.80  3.26
I  -4.71  2.77  1.07
O  -1.82  -0.16  -0.29
C  -1.29  1.10  -0.03
C  -0.42  1.50  -1.34
C  -0.44  3.07  -1.63
C  -1.23  3.28  -3.02
F  -1.43  4.66  -3.32
C  -0.26  1.26  1.19
C  -0.19  2.71  1.79
O  -1.06  3.54  1.77
Br  1.53  3.17  2.71
C  -4.21  -0.37  -0.40
C  -4.01  0.09  -1.81
C  -5.32  0.37  -2.49
C  -6.57  0.21  -1.73
N  -6.82  -0.22  -0.44
C  -5.58  -0.50  0.13
H  -2.41  -2.98  5.18
H  -3.35  -4.25  1.10
H  -4.56  -2.84  1.42
H  -2.59  -2.20  -1.78
H  -2.34  -3.90  -1.21
H  -5.24  -3.02  -0.58
H  -4.70  -3.16  -2.30
H  -5.62  -5.36  -0.87
H  -3.76  -5.51  -0.58
H  -0.44  -2.10  -1.30
H  0.79  -2.19  -0.02
H  -0.27  -4.92  -0.07
H  -0.01  -4.35  -1.82
H  2.39  -3.38  -1.00
H  2.12  -4.48  0.50
H  4.28  -4.03  -2.14
H  4.84  -5.52  -3.01
H  3.22  -3.31  -4.54
H  5.04  -3.22  -4.37
H  4.27  -4.65  -5.24
H  0.12  -3.79  2.28
H  -0.15  -2.62  3.73
H  2.22  -2.22  1.67
H  2.56  -4.30  2.96
H  2.32  -3.40  4.62
H  3.71  -2.97  3.39
H  2.65  -0.82  3.72
H  -2.27  -0.39  2.58
H  -4.00  -0.76  2.45
H  -2.01  1.98  0.06
H  -0.98  1.01  -2.21
H  0.61  1.04  -1.34
H  0.63  3.39  -1.84
H  -0.88  3.69  -0.80
H  -0.59  2.78  -3.83
H  -2.19  2.68  -2.94
H  0.79  1.02  0.80
H  -0.43  0.54  2.05
H  -3.05  0.21  -2.37
H  -5.33  0.71  -3.56
H  -7.52  0.48  -2.31
H  -5.66  -0.90  1.20
C  -8.99  1.43  -5.04
O  -7.67  1.96  -5.09
H  -9.08  0.80  -4.16
H  -9.71  2.24  -4.98
H  -9.18  0.83  -5.94
H  -7.61  2.52  -5.88
C  -4.55  3.99  -4.90
O  -3.60  2.94  -5.07
H  -5.47  3.57  -4.51
H  -4.16  4.73  -4.19
H  -4.74  4.47  -5.86
H  -2.80  3.34  -5.41
C  6.95  -0.31  -3.53
O  6.54  -1.37  -4.39
H  6.23  0.50  -3.60
H  6.98  -0.67  -2.49
H  7.93  0.05  -3.82
H  7.20  -2.07  -4.30
C  1.05  -5.15  6.79
O  2.12  -4.85  5.90
H  0.11  -4.87  6.32
H  1.04  -6.22  7.02
H  1.17  -4.58  7.71
H  2.93  -5.11  6.34
C  6.39  -1.93  5.32
O  6.03  -3.00  4.46
H  5.66  -1.12  5.21
H  6.39  -2.27  6.36
H  7.38  -1.55  5.05
H  6.69  -3.69  4.58
C  -0.14  6.43  -0.27
O  0.55  5.53  0.58
H  0.36  6.46  -1.24
H  -1.17  6.10  -0.41
H  -0.13  7.43  0.17
H  0.08  5.52  1.42
C  1.25  9.97  -2.08
O  2.51  9.35  -2.32
H  1.33  11.03  -2.28
H  0.50  9.53  -2.75
H  0.96  9.81  -1.04
H  2.41  8.41  -2.14
C  4.06  6.92  0.27
O  4.30  5.60  -0.19
H  4.78  7.59  -0.20
H  3.05  7.22  0.01
H  4.20  6.96  1.35
H  3.66  5.02  0.24
C  7.40  1.77  5.54
O  8.36  0.73  5.41
H  6.47  1.34  5.92
H  7.76  2.52  6.25
H  7.21  2.23  4.57
H  9.17  1.13  5.08

These are the Löwdin partial charges, in e, on atoms 1 to 6: atom 1 (C): 0.078, atom 2 (C): -0.112, atom 3 (C): -0.097, atom 4 (C): -0.263, atom 5 (C): -0.111, atom 6 (C): -0.261


# 2
This record from OMol25 describes C36H72O24S6 as an isolated structure. The level of theory is wB97M-V/def2-TZVPD.

Calculated values
* E_LUMO: -0.01185 Eh
* relative energy (zero: lowest compared OMol25 entry of this formula, charge and spin): 453.6 kJ/mol
* frontier orbital gap: 8.04 eV
* total charge: 0

CARTESIAN COORDINATES (ANGSTROEM)
C  2.07  1.41  1.81
C  1.60  1.88  3.17
C  1.27  0.76  4.16
O  1.90  1.18  5.36
C  2.75  2.23  5.11
O  3.47  2.68  5.93
O  2.68  2.58  3.82
H  2.48  0.41  1.97
H  2.76  2.11  1.35
H  1.23  1.22  1.14
H  0.75  2.56  3.07
H  1.64  -0.21  3.83
H  0.19  0.73  4.32
C  -0.08  6.01  2.57
C  0.51  4.72  2.08
C  -0.07  4.18  0.77
O  1.09  3.77  0.04
C  2.20  4.11  0.73
O  3.31  3.92  0.32
O  1.91  4.82  1.81
H  0.17  6.85  1.90
H  0.33  6.37  3.51
H  -1.17  6.01  2.59
H  0.36  3.97  2.87
H  -0.67  4.92  0.23
H  -0.78  3.37  0.94
C  -3.42  -1.46  2.39
C  -4.01  -0.45  1.42
C  -5.31  -0.79  0.65
O  -6.17  0.27  1.08
C  -5.50  1.23  1.73
O  -5.98  2.26  2.10
O  -4.31  0.74  2.12
H  -4.08  -1.58  3.26
H  -2.49  -1.08  2.81
H  -3.32  -2.44  1.92
H  -3.26  -0.24  0.64
H  -5.64  -1.77  1.00
H  -5.17  -0.89  -0.42
C  2.71  -5.87  5.63
C  2.59  -4.50  4.98
C  3.32  -4.43  3.65
O  2.54  -3.44  2.99
C  1.29  -3.39  3.52
O  0.45  -2.65  3.15
O  1.25  -4.21  4.61
H  2.22  -5.91  6.60
H  3.77  -6.09  5.76
H  2.31  -6.66  4.99
H  2.95  -3.74  5.68
H  3.37  -5.37  3.09
H  4.33  -4.03  3.74
C  -2.59  -6.14  1.64
C  -1.54  -5.10  1.29
C  -0.14  -5.69  1.03
O  0.27  -5.06  -0.16
C  -0.75  -4.44  -0.75
O  -0.71  -3.83  -1.77
O  -1.87  -4.54  0.01
H  -3.57  -5.68  1.68
H  -2.34  -6.66  2.56
H  -2.60  -6.92  0.87
H  -1.46  -4.33  2.05
H  -0.18  -6.78  0.94
H  0.50  -5.42  1.87
C  3.84  -3.05  -5.12
C  2.50  -2.46  -4.79
C  2.41  -0.92  -5.00
O  1.36  -0.89  -5.97
C  0.73  -2.06  -6.15
O  -0.29  -2.19  -6.76
O  1.45  -3.04  -5.58
H  3.80  -4.12  -4.88
H  4.64  -2.54  -4.58
H  4.01  -3.02  -6.20
H  2.22  -2.67  -3.75
H  3.33  -0.53  -5.46
H  2.33  -0.23  -4.16
C  5.74  -2.39  -0.88
S  4.09  -1.62  -0.74
O  3.50  -1.33  -2.08
C  3.20  -3.08  -0.13
H  6.37  -1.68  -1.43
H  5.65  -3.27  -1.52
H  6.20  -2.58  0.09
H  2.13  -2.88  -0.03
H  3.55  -3.31  0.88
H  3.28  -3.92  -0.81
C  -0.38  -0.76  -0.38
S  -0.47  0.82  -1.29
O  -0.71  1.83  -0.18
C  1.31  0.92  -1.59
H  -1.32  -1.31  -0.49
H  -0.10  -0.70  0.67
H  0.25  -1.43  -0.97
H  1.54  1.98  -1.73
H  1.46  0.41  -2.54
H  1.86  0.53  -0.74
C  -2.41  3.33  2.03
S  -2.51  5.11  2.41
O  -2.22  5.97  1.21
C  -4.32  5.09  2.53
H  -3.15  3.06  1.28
H  -2.60  2.72  2.91
H  -1.44  3.03  1.62
H  -4.73  4.72  1.60
H  -4.70  6.08  2.77
H  -4.50  4.34  3.30
C  3.90  2.64  -2.65
S  3.59  2.52  -4.45
O  2.13  2.30  -4.69
C  4.07  4.22  -4.94
H  3.28  3.41  -2.20
H  4.93  3.01  -2.59
H  3.86  1.69  -2.12
H  3.79  4.39  -5.97
H  5.11  4.42  -4.75
H  3.38  4.87  -4.38
C  -3.91  2.53  -1.35
S  -3.96  3.89  -2.57
O  -5.40  4.07  -2.98
C  -3.72  5.19  -1.34
H  -4.08  1.58  -1.84
H  -4.83  2.67  -0.75
H  -3.00  2.59  -0.77
H  -4.36  4.97  -0.49
H  -3.98  6.11  -1.87
H  -2.70  5.32  -1.00
C  -2.14  -0.48  -4.32
S  -3.10  -1.57  -3.19
O  -3.33  -0.85  -1.89
C  -4.75  -1.55  -3.99
H  -2.29  0.55  -3.98
H  -2.56  -0.55  -5.33
H  -1.07  -0.68  -4.30
H  -5.07  -0.51  -3.99
H  -5.43  -2.21  -3.45
H  -4.67  -1.98  -4.98

These are the Löwdin partial charges, in e, on atoms 1 to 6: atom 1 (C): 0.011, atom 2 (C): -0.280, atom 3 (C): -0.083, atom 4 (O): 0.060, atom 5 (C): -0.556, atom 6 (O): 0.167


# 3
This record from OMol25 describes a 2-piece molecular cluster, C5H11N2 overall. The level of theory is wB97M-V/def2-TZVPD.

Calculated values
* E_LUMO (spin up / spin down): -0.21399 / -0.20424 Eh
* relative energy (zero: lowest compared OMol25 entry of this formula, charge and spin): 637.4 kJ/mol
* frontier orbital gap (spin up / spin down): 8.16 / 9.03 eV
* total charge: +1

CARTESIAN COORDINATES (ANGSTROEM)
C  0.31  -1.05  0.83
C  -0.28  1.46  0.65
C  -0.71  -1.33  -0.46
C  -1.10  0.97  -0.65
C  0.56  0.34  0.72
N  2.54  0.03  -0.83
N  -1.64  -0.29  -0.40
H  -0.25  -1.42  1.79
H  1.30  -1.70  0.74
H  0.25  2.37  0.48
H  -1.02  1.56  1.48
H  -0.14  -1.45  -1.41
H  -1.08  -2.47  -0.24
H  -1.96  1.69  -0.66
H  -0.58  1.10  -1.60
H  3.13  -0.53  -0.19
H  2.77  0.99  -0.71
H  -2.10  -0.29  0.47

These are the Löwdin partial charges, in e, on atoms 1 to 6: atom 1 (C): -0.151, atom 2 (C): -0.094, atom 3 (C): -0.134, atom 4 (C): -0.139, atom 5 (C): 0.072, atom 6 (N): 0.146


The following max |F| values (in eV/A) correspond, in order, to the records above: 5.227; 4.999; 3.319.